Density functional theory data (the ωB97M-V functional and the def2-TZVPD basis) for a cluster of 2 separate species, C5H12NO in total.

Charge: -1
Multiplicity: 1
HOMO-LUMO gap in eV: 6.8

Structure (XYZ):
```
19
Properties=species:S:1:pos:R:3:forces:R:3
C -0.994 -0.143 -0.431 -0.1904 0.6377 -0.2898
O 0.048 0.499 -0.984 -0.2277 -0.3373 0.1370
C -2.380 0.374 -0.936 0.0897 -0.1480 -0.1128
C -2.411 1.891 -1.118 -0.1491 0.0281 0.4312
H -1.082 -0.061 0.696 0.2483 0.0763 -0.0280
H -1.023 -1.251 -0.615 0.0398 -0.1225 0.0278
H -3.129 0.023 -0.209 -0.1913 0.0977 -0.2421
H -2.607 -0.076 -1.916 0.0953 -0.0529 0.1988
H -3.187 2.172 -1.833 -0.0527 0.1616 0.0002
H -1.436 2.226 -1.474 0.0299 -0.1538 -0.1068
H -2.606 2.427 -0.176 0.0030 -0.1558 -0.1267
C 2.515 -0.348 0.295 0.3815 -0.8115 -0.0623
C 1.342 -1.577 1.886 -0.3062 -0.2621 0.1034
N 2.383 -0.919 1.633 -0.1098 0.3527 0.1297
H 2.500 0.738 0.369 -0.0264 -0.0618 -0.0436
H 1.731 -0.658 -0.406 -0.0433 0.3193 0.1431
H 3.495 -0.675 -0.073 0.0701 0.2270 -0.0518
H 1.186 -1.949 2.900 0.1450 -0.0709 0.0230
H 0.539 -1.812 1.174 0.1942 0.2761 -0.1304
```
Forces are in eV/Å.

Charges in e, computed with Löwdin, in the same order as the atoms: number 1, C, carries -0.565; number 2, O, carries -0.342; number 3, C, carries -0.288; number 4, C, carries -0.157; number 5, H, carries 0.074; number 6, H, carries 0.070; number 7, H, carries 0.078; number 8, H, carries 0.082; number 9, H, carries 0.043; number 10, H, carries 0.048; number 11, H, carries 0.056; number 12, C, carries -0.167; number 13, C, carries -0.109; number 14, N, carries -0.097; number 15, H, carries 0.071; number 16, H, carries 0.044; number 17, H, carries 0.057; number 18, H, carries 0.046; number 19, H, carries 0.055

=====

Density functional theory data (the ωB97M-V functional and the def2-TZVPD basis) for a structure of composition C5H12NO at a distorted geometry.

Charge: -1
Multiplicity: 1
HOMO-LUMO gap in eV: 6.1

Structure (XYZ):
```
19
Properties=species:S:1:pos:R:3:forces:R:3
C -2.535 1.104 -0.869 -0.2942 0.7459 -0.0789
O -2.742 2.341 -1.333 0.2553 -0.3112 -0.1605
C -1.305 0.952 0.049 0.0792 0.3452 0.8157
C -1.333 -0.362 0.820 1.6613 -1.0940 -0.4247
C 0.100 -0.837 1.084 -0.8219 -0.4328 2.0028
C 3.451 -0.449 -0.550 -0.3323 0.6228 0.4416
N 0.572 -2.031 0.767 -0.0164 2.6944 -0.7900
H -3.380 0.754 -0.208 -0.0171 -0.2751 -0.0040
H -2.432 0.289 -1.644 -0.0059 0.0354 -0.0039
H -1.312 1.784 0.764 -0.2500 0.0232 -0.0435
H -0.323 1.083 -0.434 -0.3070 -0.1812 -0.5012
H -1.793 -0.343 1.811 -0.2002 0.2707 -0.0622
H -1.725 -1.230 0.275 -0.6031 0.4330 -0.1691
H 0.647 -0.075 1.686 0.3155 -0.3005 0.1492
H 0.381 -1.299 -0.125 0.0635 -1.9671 -0.7041
H 3.153 0.522 -0.147 0.3924 0.1797 -0.0732
H 2.534 -1.019 -0.438 0.3046 -0.5447 -0.3267
H 3.794 -0.322 -1.572 -0.1758 -0.1328 -0.1085
H 4.248 -0.860 0.064 -0.0478 -0.1110 0.0415
```
Forces are in eV/Å.

Charges in e, computed with Löwdin, in the same order as the atoms: number 1, C, carries -0.588; number 2, O, carries -0.365; number 3, C, carries -0.240; number 4, C, carries -0.231; number 5, C, carries -0.353; number 6, C, carries -0.047; number 7, N, carries 0.020; number 8, H, carries 0.080; number 9, H, carries 0.082; number 10, H, carries 0.101; number 11, H, carries 0.096; number 12, H, carries 0.110; number 13, H, carries 0.104; number 14, H, carries 0.111; number 15, H, carries 0.106; number 16, H, carries 0.016; number 17, H, carries -0.025; number 18, H, carries 0.012; number 19, H, carries 0.013

=====

Density functional theory data (the ωB97M-V functional and the def2-TZVPD basis) for the ion C5H12NO with charge -2 at a distorted geometry.

Charge: -2
Expectation value of S²: 0.7508
Multiplicity: 2
HOMO-LUMO gap (alpha / beta) in eV: 2.9 / 7.0

Structure (XYZ):
```
19
Properties=species:S:1:pos:R:3:forces:R:3
C 0.506 -0.527 -0.636 0.3337 -0.3756 0.4964
N 0.094 -0.918 0.721 0.8066 -0.1934 1.1193
C 1.156 -0.552 1.834 -2.4692 0.7090 0.3109
O 2.090 -1.422 2.091 0.8134 -0.0965 -0.5982
C 0.090 0.956 -0.879 -0.2703 -2.8362 1.1161
C -1.466 1.033 -0.819 1.6027 3.0907 -1.2511
C -2.187 1.178 -2.163 -0.9823 -0.3683 0.3629
H 0.034 -1.238 -1.325 -0.1520 0.3684 -0.2494
H 1.592 -0.693 -0.752 0.0473 0.2926 -0.1013
H 0.130 -1.927 0.840 -0.1566 -0.0772 -0.4863
H 0.498 -0.356 2.739 -0.1718 -0.2806 -0.1429
H 1.301 0.514 1.531 1.3087 0.0255 -0.1465
H 0.439 1.419 0.046 0.2335 0.4292 -0.2979
H 0.646 1.335 -1.735 -0.5740 0.3527 -0.2271
H -1.493 2.087 -0.484 -0.9166 -0.2397 0.5141
H -1.867 0.417 -0.027 0.0089 -0.3697 -0.2234
H -2.059 0.350 -2.867 0.0259 0.0344 -0.0127
H -3.264 1.309 -1.958 -0.0529 -0.3208 -0.1986
H -2.006 2.132 -2.681 0.5650 -0.1445 0.0157
```
Forces are in eV/Å.

Charges in e, computed with Löwdin, in the same order as the atoms: number 1, C, carries -0.306; number 2, N, carries -0.095; number 3, C, carries -0.603; number 4, O, carries -0.336; number 5, C, carries -0.232; number 6, C, carries -0.313; number 7, C, carries -0.591; number 8, H, carries 0.084; number 9, H, carries 0.089; number 10, H, carries 0.059; number 11, H, carries 0.058; number 12, H, carries 0.058; number 13, H, carries 0.066; number 14, H, carries 0.075; number 15, H, carries 0.065; number 16, H, carries 0.074; number 17, H, carries -0.034; number 18, H, carries -0.057; number 19, H, carries -0.061

=====

Density functional theory data (the ωB97M-V functional and the def2-TZVPD basis) for a cluster of 2 separate species, C5H12NO in total at a distorted geometry.

Charge: -2
Expectation value of S²: 0.7509
Multiplicity: 2
HOMO-LUMO gap (alpha / beta) in eV: 2.0 / 6.3

Structure (XYZ):
```
19
Properties=species:S:1:pos:R:3:forces:R:3
C 2.592 1.717 1.145 -0.0885 -0.3039 -0.3170
N 2.403 1.011 -0.122 0.3166 0.0780 -0.0604
C 1.599 -0.252 0.075 -0.5104 -0.0943 0.4225
O 0.473 -0.110 0.772 0.6531 0.1701 -0.1549
H 1.758 1.536 1.840 0.0213 0.0963 -0.1594
H 2.699 2.783 0.945 0.0256 0.2185 0.1407
H 3.519 1.370 1.613 0.0694 0.0003 0.1202
H 1.855 1.597 -0.744 -0.1599 -0.0235 0.1866
H 2.302 -0.949 0.598 0.3421 -0.0815 -0.2367
H 1.451 -0.630 -0.972 0.1269 0.0211 0.2066
C -2.279 -0.156 0.352 -0.2436 0.5728 -1.8026
C -2.819 -1.213 -0.594 0.2663 0.6387 -0.2174
C -2.364 -1.352 -1.848 -0.0664 -0.5246 0.0990
H -2.224 -0.560 1.357 -0.0541 0.1627 0.1987
H -1.244 0.106 0.020 -0.7800 -0.2602 0.7060
H -2.888 0.763 0.275 -0.1572 -0.1373 0.5254
H -3.655 -1.813 -0.238 0.5924 -0.5490 0.2352
H -2.344 -2.338 -2.314 -0.9604 0.2639 -0.4939
H -1.894 -0.541 -2.411 0.6069 -0.2481 0.6015
```
Forces are in eV/Å.

Charges in e, computed with Löwdin, in the same order as the atoms: number 1, C, carries -0.218; number 2, N, carries -0.152; number 3, C, carries -0.563; number 4, O, carries -0.328; number 5, H, carries 0.053; number 6, H, carries 0.043; number 7, H, carries 0.042; number 8, H, carries 0.057; number 9, H, carries 0.066; number 10, H, carries 0.076; number 11, C, carries -0.193; number 12, C, carries -0.445; number 13, C, carries -0.418; number 14, H, carries 0.043; number 15, H, carries 0.031; number 16, H, carries 0.035; number 17, H, carries -0.012; number 18, H, carries -0.096; number 19, H, carries -0.019

=====

Density functional theory data (the ωB97M-V functional and the def2-TZVPD basis) for a cluster of 2 separate species, C5H12NO in total at a distorted geometry.

Charge: 0
Expectation value of S²: 0.7542
Multiplicity: 2
HOMO-LUMO gap (alpha / beta) in eV: 10.5 / 7.5

Structure (XYZ):
```
19
Properties=species:S:1:pos:R:3:forces:R:3
N -1.505 -2.168 2.241 -0.1139 0.6168 -0.1607
C -0.597 -1.051 1.997 0.0547 -1.3185 0.3381
O -0.846 -0.259 0.933 0.0437 -0.0473 0.6813
H -2.424 -1.756 2.367 -0.1105 -0.3036 0.0636
H -1.559 -2.756 1.416 0.0154 0.0061 0.0352
H -0.513 -0.502 2.948 -0.0528 0.4559 -0.2280
H 0.415 -1.494 1.891 0.0185 0.3365 -0.2671
C 0.138 2.222 -0.463 0.0766 -0.7508 -0.7052
C -0.035 1.095 -1.514 0.0817 -0.1542 1.1371
C 1.239 0.340 -1.741 0.4284 -0.2394 -0.8191
C 1.420 -0.924 -1.356 -0.5843 0.8194 0.3977
H 0.888 2.940 -0.801 -0.1151 0.1076 0.2320
H -0.831 2.691 -0.315 0.0334 0.3104 0.1003
H 0.435 1.727 0.458 0.1653 0.3693 0.1319
H -0.436 1.531 -2.431 -0.0430 -0.3169 -0.0639
H -0.709 0.364 -1.034 -0.1544 0.5376 -0.8695
H 2.014 0.846 -2.321 0.0259 -0.0221 0.2033
H 2.321 -1.506 -1.479 0.0403 0.0711 -0.1231
H 0.586 -1.338 -0.796 0.1900 -0.4777 -0.0840
```
Forces are in eV/Å.

Charges in e, computed with Löwdin, in the same order as the atoms: number 1, N, carries 0.014; number 2, C, carries -0.401; number 3, O, carries 0.019; number 4, H, carries 0.064; number 5, H, carries 0.066; number 6, H, carries 0.135; number 7, H, carries 0.141; number 8, C, carries -0.111; number 9, C, carries -0.276; number 10, C, carries -0.199; number 11, C, carries -0.001; number 12, H, carries 0.070; number 13, H, carries 0.067; number 14, H, carries 0.052; number 15, H, carries 0.106; number 16, H, carries 0.071; number 17, H, carries 0.098; number 18, H, carries 0.049; number 19, H, carries 0.037

=====

Density functional theory data (the ωB97M-V functional and the def2-TZVPD basis) for a structure of composition C5H12NO at a distorted geometry.

Charge: 0
Expectation value of S²: 0.7723
Multiplicity: 2
HOMO-LUMO gap (alpha / beta) in eV: 11.0 / 7.3

Structure (XYZ):
```
19
Properties=species:S:1:pos:R:3:forces:R:3
C 1.042 -0.056 1.460 -3.3448 -2.0196 0.9731
C 0.295 0.275 0.192 1.0908 1.6673 -1.7289
C -0.861 1.193 0.554 -2.0835 -1.2357 -2.1063
C -2.036 1.113 -0.520 0.9053 2.1261 -2.5967
N -0.166 -0.841 -0.681 3.4305 -0.4861 0.3957
C 1.477 -1.546 -1.157 -0.7115 -0.3043 -0.8457
O 2.648 -1.447 -0.493 -2.8363 0.5837 -0.9974
H 0.412 0.455 2.318 1.8827 -1.4972 -1.1688
H 2.046 0.209 1.372 1.5460 0.4748 0.4554
H 0.953 -1.203 1.381 0.4306 1.5182 1.4842
H 1.122 0.853 -0.422 -2.0449 -0.8435 0.4384
H -0.484 2.096 1.014 -0.3383 0.5630 -0.4482
H -1.500 0.688 1.237 0.3689 -0.5185 1.9549
H -1.759 1.438 -1.598 0.1742 -0.6962 1.5377
H -2.330 0.045 -0.626 -0.1743 1.0286 0.3239
H -2.868 1.848 -0.383 0.3933 -1.0290 0.7296
H -0.522 -1.670 -0.177 0.2274 0.6526 0.3537
H 1.353 -0.853 -2.070 0.8088 -0.8040 1.1530
H 1.178 -2.598 -1.401 0.2751 0.8197 0.0922
```
Forces are in eV/Å.

Charges in e, computed with Löwdin, in the same order as the atoms: number 1, C, carries -0.077; number 2, C, carries -0.506; number 3, C, carries -0.222; number 4, C, carries -0.124; number 5, N, carries 0.019; number 6, C, carries -0.231; number 7, O, carries -0.012; number 8, H, carries 0.117; number 9, H, carries 0.041; number 10, H, carries 0.100; number 11, H, carries 0.163; number 12, H, carries 0.109; number 13, H, carries 0.079; number 14, H, carries 0.083; number 15, H, carries 0.062; number 16, H, carries 0.067; number 17, H, carries 0.086; number 18, H, carries 0.147; number 19, H, carries 0.098

=====

Density functional theory data (the ωB97M-V functional and the def2-TZVPD basis) for a structure of composition C5H12NO at a distorted geometry.

Charge: +1
Multiplicity: 1
HOMO-LUMO gap in eV: 10.3

Structure (XYZ):
```
19
Properties=species:S:1:pos:R:3:forces:R:3
C -1.810 -1.390 0.049 -0.5012 -0.7382 0.3237
C -2.449 -0.064 0.082 -1.0359 0.0225 0.3973
C 0.528 1.646 -0.096 -0.1111 0.0160 -0.0506
C 2.651 -0.550 0.021 0.9408 0.3730 0.1566
C 0.023 0.319 0.332 3.9881 -2.3185 -0.5820
N -1.078 -0.216 -0.415 0.9952 0.2886 -0.7556
O 1.356 -0.965 -0.148 -4.7875 2.0018 0.6486
H -1.445 -1.834 0.966 0.1489 0.1586 -0.0174
H -2.094 -2.109 -0.709 0.1015 0.1793 -0.1105
H -3.209 0.200 -0.641 0.2189 -0.0454 -0.1496
H -2.541 0.456 1.028 0.2004 -0.0219 -0.0500
H 1.391 1.921 0.508 -0.0190 -0.0456 -0.0115
H 0.821 1.648 -1.147 -0.0196 -0.0478 -0.0092
H -0.235 2.412 0.052 -0.0728 0.0811 0.0413
H 2.923 0.291 -0.625 0.0880 0.0364 0.0780
H 3.235 -1.420 -0.298 0.1541 0.1344 0.0490
H 2.901 -0.335 1.065 0.0786 0.0635 -0.0268
H -0.052 0.128 1.396 -0.2232 -0.0460 -0.0277
H -0.916 -0.140 -1.420 -0.1440 -0.0919 0.0964
```
Forces are in eV/Å.

Charges in e, computed with Löwdin, in the same order as the atoms: number 1, C, carries 0.006; number 2, C, carries 0.007; number 3, C, carries -0.026; number 4, C, carries -0.197; number 5, C, carries -0.120; number 6, N, carries -0.039; number 7, O, carries -0.169; number 8, H, carries 0.146; number 9, H, carries 0.146; number 10, H, carries 0.142; number 11, H, carries 0.143; number 12, H, carries 0.102; number 13, H, carries 0.106; number 14, H, carries 0.104; number 15, H, carries 0.082; number 16, H, carries 0.106; number 17, H, carries 0.092; number 18, H, carries 0.159; number 19, H, carries 0.211

=====

Density functional theory data (the ωB97M-V functional and the def2-TZVPD basis) for the ion C5H12NO with charge +1 at a distorted geometry.

Charge: +1
Multiplicity: 1
HOMO-LUMO gap in eV: 11.6
SMILES: C[NH2+][C@]1(C)O[C@@H]1C

Structure (XYZ):
```
19
Properties=species:S:1:pos:R:3:forces:R:3
C -0.028 1.980 -0.511 2.3224 -0.0655 -2.4658
N -0.927 0.901 -0.105 -0.5504 -1.9592 -1.3577
C -0.362 -0.482 -0.291 0.3992 -3.8198 1.3191
C -0.596 -0.969 -1.725 -0.3512 -0.3631 0.8281
O -0.827 -1.510 0.893 -0.6223 2.7627 -2.3498
C 0.519 -1.210 0.769 0.1111 1.1205 -1.3713
C 1.204 -0.482 1.853 1.7621 -2.6718 1.6931
H 0.210 1.910 -1.665 -0.7681 0.0093 2.3187
H -0.423 2.970 -0.319 -0.1355 -0.0719 0.3024
H 0.949 1.771 -0.022 -0.7621 0.5370 -0.1290
H -1.827 0.890 -0.628 0.5568 0.2461 0.2018
H -1.188 0.914 0.838 -0.4377 0.5454 2.2021
H -0.449 -0.099 -2.423 -0.3241 -1.1104 0.4096
H -1.609 -1.446 -1.746 0.5125 0.8912 -0.3535
H 0.061 -1.818 -1.977 0.0733 0.6962 0.0907
H 1.109 -2.086 0.522 0.0194 0.0442 -0.9946
H 0.984 -1.155 2.744 0.1282 1.2024 -0.5899
H 0.856 0.495 2.004 -0.2829 1.4297 0.5363
H 2.344 -0.575 1.790 -1.6509 0.5772 -0.2904
```
Forces are in eV/Å.

Charges in e, computed with Löwdin, in the same order as the atoms: number 1, C, carries 0.009; number 2, N, carries 0.062; number 3, C, carries -0.232; number 4, C, carries 0.011; number 5, O, carries 0.025; number 6, C, carries -0.350; number 7, C, carries -0.033; number 8, H, carries 0.149; number 9, H, carries 0.107; number 10, H, carries 0.115; number 11, H, carries 0.205; number 12, H, carries 0.154; number 13, H, carries 0.099; number 14, H, carries 0.116; number 15, H, carries 0.104; number 16, H, carries 0.154; number 17, H, carries 0.128; number 18, H, carries 0.049; number 19, H, carries 0.128

=====

Record-wise ΔE to the lowest compared entry with this formula, charge and spin values, in eV: 1.232; 3.878; 0.697; 1.730; 1.144; 3.413; 3.276; 2.462